[1]
The following is a quantum chemistry calculation of a cluster of 2 separate species, C9H14O in total, from the Open Molecules 2025 dataset.

Geometry (Å):
O (-0.958, -2.803, -0.407)
C (2.178, 1.350, -3.016)
C (0.332, 0.543, 0.471)
C (-0.643, -1.636, 0.255)
C (-1.060, -1.555, 1.595)
C (-0.314, 0.762, 1.661)
C (-0.011, 1.957, 2.540)
C (-0.982, -0.350, 2.236)
C (0.071, -0.614, -0.318)
C (0.703, 1.482, -3.401)
H (0.574, 1.299, -4.469)
H (-0.584, 2.806, 2.162)
H (-0.011, 0.802, -2.924)
H (0.368, -0.682, -1.353)
H (-1.453, -0.272, 3.207)
H (2.666, 0.562, -3.568)
H (1.059, 2.154, 2.573)
H (-1.175, -2.602, -1.336)
H (1.082, 1.205, 0.058)
H (-0.275, 1.823, 3.588)
H (2.298, 1.080, -1.957)
H (0.275, 2.461, -3.179)
H (2.560, 2.369, -3.018)
H (-1.457, -2.386, 2.162)

The calculation puts the total energy at -426.544766 Ha. For the maximum force, the calculation gives 2.02 eV/Å. Its SMILES is Cc1ccc(O)cc1.CC. For the lowest unoccupied orbital energy, the calculation gives 0.84 eV. The HOMO energy is -0.31234 Eh.

[2]
The following is a quantum chemistry calculation of the ion C5H13N2 with charge +1, from the Open Molecules 2025 dataset.

Geometry (Å):
N (1.207, -0.460, -2.897)
N (-0.409, 0.214, 3.013)
C (0.026, -0.304, 1.829)
C (-0.391, -0.005, 0.574)
C (-1.398, 1.091, 0.385)
C (0.120, -0.786, -0.568)
C (0.738, 0.177, -1.623)
H (-2.086, 1.007, -0.454)
H (1.511, 0.291, -3.526)
H (0.801, -1.620, -0.311)
H (2.004, -1.028, -2.656)
H (1.562, 0.649, -1.101)
H (0.019, -0.006, 3.897)
H (0.867, -0.997, 1.862)
H (-0.672, -1.441, -0.956)
H (-1.379, 0.481, 3.080)
H (0.455, -0.869, -3.448)
H (-0.034, 0.922, -1.817)
H (-2.047, 1.196, 1.250)
H (-0.818, 2.025, 0.312)

The calculation puts the total energy at -307.546125 Ha. For the maximum force, the calculation gives 2.23 eV/Å. Its SMILES is C/C(=C\N)CC[NH3+]. As for the total charge: +1. For the lowest unoccupied orbital energy, the calculation gives -3.73 eV. The HOMO energy is -0.40262 Eh.

[3]
The following is a quantum chemistry calculation of a cluster of 2 separate species, C2H3NOS2 in total, from the Open Molecules 2025 dataset.

Geometry (Å):
S (-2.631, -0.463, -0.477)
S (-1.461, 0.121, 1.052)
O (1.123, -1.450, 0.420)
N (1.737, 0.636, -0.324)
C (-0.936, 0.196, -0.609)
C (1.654, -0.498, 0.084)
H (-1.013, -1.051, 1.207)
H (-1.003, 1.347, -0.882)
H (2.531, 1.160, -0.470)

The calculation puts the total energy at -1004.227272 Ha. For the maximum force, the calculation gives 3.41 eV/Å. For the lowest unoccupied orbital energy, the calculation gives 0.00 eV. The HOMO energy is -0.27937 Eh.

[4]
The following is a quantum chemistry calculation of a structure of composition C61H57F6N8O2P3SeSiW, from the Open Molecules 2025 dataset.

Geometry (Å):
W (-0.227, 0.602, 0.713)
Se (-1.163, -1.835, 0.644)
P (-0.651, 0.760, -1.806)
P (-2.689, 0.792, 1.556)
P (5.025, 1.691, -0.828)
Si (-0.763, 3.079, 0.320)
F (3.992, 2.688, -0.160)
F (1.388, 1.630, 0.298)
F (4.212, 1.723, -2.209)
F (6.024, 2.826, -1.249)
F (5.717, 1.453, 0.603)
F (5.988, 0.527, -1.448)
O (3.871, 0.362, -0.306)
O (1.186, -3.144, -1.335)
N (3.638, 0.059, 2.581)
N (0.773, 3.022, 4.464)
N (-1.008, -4.359, 4.624)
N (4.152, -1.407, -1.764)
N (-0.174, 1.761, 2.741)
N (2.110, 1.664, 3.147)
N (1.339, -0.296, 2.191)
N (2.214, -1.210, -0.598)
C (0.270, -0.539, -2.748)
C (-4.084, -0.288, 1.043)
C (-2.150, -4.006, 4.037)
C (3.475, -0.661, -0.901)
C (-5.298, -1.391, -0.733)
C (-1.044, -2.859, 2.253)
C (-3.225, 1.758, -2.190)
C (0.267, 2.654, -3.703)
C (3.591, -5.019, -0.970)
C (-2.568, 0.116, -3.808)
C (-2.223, -3.266, 2.867)
C (-3.093, 4.739, 0.534)
C (-5.055, -0.718, 1.944)
C (-5.273, 3.985, 1.192)
C (0.622, -3.062, -2.713)
C (5.587, -5.878, 0.062)
C (-0.355, 3.454, -1.493)
C (-6.279, -1.788, 0.168)
C (0.288, 5.008, -3.245)
C (4.187, -3.227, -4.228)
C (-2.289, 0.835, -2.652)
C (-0.202, -1.793, -2.647)
C (-2.884, 0.099, 6.140)
C (0.153, -3.265, 2.831)
C (-4.709, 1.199, -3.994)
C (-1.892, -0.500, 5.375)
C (1.862, -2.695, -6.273)
C (-1.816, -0.248, 4.014)
C (0.487, 3.953, -4.125)
C (-4.427, 1.936, -2.851)
C (4.232, -3.805, -1.210)
C (-3.776, 0.296, -4.473)
C (0.844, 2.155, 3.429)
C (-3.778, 0.974, 5.540)
C (-0.135, 4.757, -1.951)
C (-0.549, 3.479, 4.875)
C (0.299, 4.367, 1.180)
C (-4.436, 5.000, 0.742)
C (3.475, -2.681, -1.943)
C (3.066, -3.265, -6.517)
C (1.701, -3.208, -3.809)
C (2.335, 0.440, 2.566)
C (-4.756, 2.728, 1.453)
C (-3.703, 1.222, 4.175)
C (1.495, -0.174, -3.477)
C (1.384, -2.194, -4.945)
C (-0.121, 2.408, -2.388)
C (4.151, -3.444, -5.619)
C (2.220, -2.352, -1.190)
C (-2.739, 0.590, 3.389)
C (-2.550, 3.471, 0.775)
C (5.547, -3.631, -0.799)
C (0.116, -3.997, 4.009)
C (-3.394, 2.470, 1.270)
C (6.222, -4.669, -0.167)
C (-4.208, -0.663, -0.291)
C (1.958, -0.863, -4.523)
C (-6.144, -1.464, 1.507)
C (1.943, 3.340, 5.273)
C (3.144, -3.044, -3.373)
C (4.267, -6.047, -0.336)
H (5.091, -3.735, -6.071)
H (2.907, 2.237, 3.359)
H (5.009, -1.093, -2.196)
H (-3.979, -0.272, -5.372)
H (6.063, -2.694, -0.963)
H (5.181, -3.221, -3.786)
H (-2.456, 5.530, 0.151)
H (0.392, 1.844, -4.409)
H (-6.330, 4.171, 1.329)
H (-6.887, -1.790, 2.224)
H (3.848, -0.769, 2.050)
H (1.983, 0.756, -3.207)
H (1.319, 4.294, 0.797)
H (1.670, -1.182, 1.831)
H (-1.159, -1.948, -2.158)
H (3.760, -6.985, -0.149)
H (-1.201, 2.637, 5.125)
H (-4.397, 1.923, 3.735)
H (-5.649, 1.337, -4.512)
H (-1.016, -0.693, 3.441)
H (-5.427, 1.938, 1.766)
H (-1.174, -1.167, 5.835)
H (0.806, 4.144, -5.142)
H (2.715, 3.843, 4.686)
H (1.171, -2.604, -7.102)
H (0.294, -2.072, -4.988)
H (-2.960, -0.113, 7.198)
H (0.459, 6.026, -3.570)
H (2.366, 2.450, 5.743)
H (1.630, -4.219, -4.220)
H (-4.540, 1.466, 6.131)
H (3.259, -3.569, -7.540)
H (0.333, 4.285, 2.263)
H (-5.377, -1.652, -1.780)
H (-1.036, 2.142, 3.103)
H (-1.022, 4.078, 4.091)
H (-3.183, -2.994, 2.447)
H (-3.024, 2.346, -1.306)
H (6.118, -6.688, 0.542)
H (-0.445, 4.100, 5.759)
H (-4.839, 5.982, 0.529)
H (-0.081, 5.366, 0.947)
H (-5.142, 2.654, -2.471)
H (2.810, -0.481, -5.076)
H (-3.432, -0.407, -0.992)
H (-7.135, -2.356, -0.172)
H (-1.849, -0.587, -4.205)
H (-0.289, 5.597, -1.284)
H (-4.972, -0.493, 2.998)
H (1.041, -4.314, 4.480)
H (1.640, 4.028, 6.056)
H (-0.043, -3.920, -2.725)
H (4.340, 0.777, 2.456)
H (2.563, -5.163, -1.276)
H (1.105, -3.040, 2.374)
H (-3.059, -4.326, 4.534)
H (7.246, -4.524, 0.149)

The calculation puts the total energy at -7328.580292 Ha. For the maximum force, the calculation gives 2.21 eV/Å. The multiplicity is 4. As for the total charge: +1. For the lowest unoccupied orbital energy (spin up / spin down), the calculation gives -2.43 / -3.22 eV. The HOMO energy (spin up / spin down) is -0.32732 / -0.35180 Eh.

[5]
The following is a quantum chemistry calculation of a structure of composition C6H18KO7P, from the Open Molecules 2025 dataset.

Geometry (Å):
K (30.499, 22.450, 6.956)
P (30.207, 19.844, 5.346)
O (30.742, 21.142, 4.684)
O (33.289, 21.746, 4.902)
O (32.561, 20.719, 8.157)
O (31.312, 24.986, 6.614)
O (30.068, 18.639, 4.337)
O (31.256, 19.442, 6.420)
O (28.826, 20.067, 6.041)
C (31.719, 25.490, 7.856)
C (34.599, 21.068, 9.277)
C (33.839, 20.162, 8.340)
C (33.180, 25.917, 7.728)
C (35.010, 23.202, 5.589)
C (33.489, 22.972, 5.533)
H (35.437, 23.207, 4.586)
H (34.172, 20.890, 10.263)
H (33.764, 25.038, 7.455)
H (33.077, 23.778, 4.925)
H (33.063, 23.000, 6.535)
H (33.536, 26.320, 8.676)
H (33.831, 19.134, 8.704)
H (35.249, 24.147, 6.077)
H (34.501, 22.093, 8.922)
H (35.639, 20.758, 9.381)
H (31.455, 25.689, 5.976)
H (31.121, 26.356, 8.140)
H (34.307, 20.089, 7.358)
H (32.061, 20.215, 7.510)
H (35.474, 22.348, 6.082)
H (32.347, 21.601, 4.789)
H (33.204, 26.649, 6.921)
H (31.579, 24.681, 8.574)

The calculation puts the total energy at -1707.514902 Ha. For the maximum force, the calculation gives 2.45 eV/Å. The multiplicity is 2. As for the total charge: -1. For the lowest unoccupied orbital energy (spin up / spin down), the calculation gives 1.88 / 1.88 eV. The HOMO energy (spin up / spin down) is -0.16240 / -0.15411 Eh.